Entry 1:
C17H35N2O2 in the gas phase. Source: the OMol25 dataset; level of theory: ωB97M-V/def2-TZVPD.

Frontier orbital gap (alpha / beta): 9.347 / 9.043 eV
2S+1: 2
ΔE to the lowest compared entry with this formula, charge and spin: 171.4 kcal/mol

Atoms and positions in Å:
C (-2.634, 3.814, -0.587)
C (-2.958, 2.398, 0.242)
C (-2.889, 1.067, -0.735)
O (-1.912, 0.144, -0.139)
C (-0.649, 0.096, -0.890)
C (0.549, -0.779, -0.134)
C (1.324, -1.586, -1.377)
C (2.257, -0.620, -2.310)
C (1.513, 0.020, -3.624)
C (1.637, -0.909, -4.992)
N (0.322, -0.935, -5.750)
C (1.544, 0.188, 0.734)
C (1.036, 0.554, 2.244)
C (0.876, 2.220, 2.280)
C (2.264, 0.207, 3.273)
N (-0.314, 0.009, 2.635)
O (-0.658, 0.330, 3.894)
C (-0.487, -1.459, 2.344)
C (-2.131, -1.752, 2.449)
C (0.179, -2.458, 3.509)
C (-0.022, -1.954, 0.857)
H (-2.611, 3.584, -1.745)
H (-1.616, 4.246, -0.192)
H (-3.562, 4.519, -0.339)
H (-2.146, 2.250, 1.072)
H (-4.001, 2.468, 0.816)
H (-2.661, 1.320, -1.865)
H (-3.980, 0.590, -0.696)
H (-0.338, 1.196, -1.139)
H (-0.886, -0.500, -1.898)
H (1.991, -2.408, -0.868)
H (0.524, -2.186, -2.030)
H (2.793, 0.258, -1.754)
H (3.132, -1.313, -2.735)
H (0.400, 0.341, -3.461)
H (2.105, 1.025, -3.879)
H (2.470, -0.436, -5.663)
H (1.891, -2.013, -4.658)
H (-0.061, 0.040, -5.872)
H (-0.378, -1.554, -5.262)
H (1.644, 1.203, 0.113)
H (2.617, -0.282, 0.746)
H (0.969, 2.518, 3.416)
H (-0.105, 2.590, 1.760)
H (1.854, 2.651, 1.758)
H (1.945, 0.230, 4.399)
H (3.137, 0.989, 3.058)
H (2.702, -0.848, 2.927)
H (-2.453, -2.027, 3.564)
H (-2.772, -0.805, 2.149)
H (-2.414, -2.703, 1.805)
H (1.360, -2.510, 3.382)
H (-0.167, -2.187, 4.594)
H (-0.275, -3.533, 3.265)
H (-0.844, -2.595, 0.282)
H (0.884, -2.712, 1.024)

Force components x, y, z for each atom (eV/Å):
-1.095 -0.779 0.739
0.356 0.290 -0.229
-1.125 0.543 0.865
0.375 0.554 -1.476
-0.332 -0.798 -0.580
-0.502 -0.345 -0.321
0.218 0.220 0.703
0.385 -0.560 -1.008
1.111 0.855 -0.470
-0.647 0.297 1.160
0.306 0.149 0.681
-0.330 0.176 -1.325
1.340 2.782 -0.515
1.263 -0.665 0.642
0.390 -0.485 -0.928
1.759 -1.208 2.292
0.478 -0.467 -3.032
-2.682 -2.198 0.332
-0.441 -0.215 0.819
-0.117 -0.451 -1.013
0.978 -0.206 -0.402
0.074 0.681 2.409
-2.111 -0.618 -1.014
2.379 -1.144 -0.754
-1.564 0.153 -1.599
2.239 -0.188 -1.469
-0.215 -0.436 2.278
2.530 0.595 -0.148
-0.190 -2.004 0.397
0.526 1.440 1.939
-1.125 1.644 -0.983
1.670 1.457 1.358
-1.188 -1.850 -0.630
-1.789 1.549 0.877
2.096 -0.836 -0.145
-1.344 -2.005 0.622
-1.555 -1.222 1.200
-0.347 2.231 -0.930
0.506 -1.614 0.398
1.049 1.258 -0.626
-0.165 -2.199 1.436
-2.018 0.756 0.188
-0.650 -0.343 -2.351
1.962 -0.726 1.094
-2.251 -0.802 0.965
0.590 -0.085 -2.270
-1.976 -1.591 0.571
-0.929 2.205 1.173
0.898 0.716 -2.319
1.507 -2.072 0.350
0.607 2.142 1.174
-2.588 0.109 0.499
0.814 -0.226 -2.211
1.106 2.270 0.498
1.561 1.599 1.462
-1.796 1.667 -0.374

Entry 2:
A molecular structure, C17H35N2O3PSSn. Source: the OMol25 dataset; level of theory: ωB97M-V/def2-TZVPD.

Frontier orbital gap: 4.609 eV
2S+1: 1
Total charge: +4

Atoms and positions in Å:
Sn (0.055, 0.111, 0.586)
C (-2.233, -0.323, -0.111)
O (-3.345, -0.611, -0.098)
C (-0.521, 2.400, 1.296)
O (-0.736, 3.522, 1.183)
C (2.584, 0.713, 0.425)
O (3.715, 0.868, 0.523)
C (-1.490, 0.977, -3.179)
P (-0.068, 0.128, -2.330)
H (0.387, -1.509, -4.029)
H (-2.350, 0.342, -2.909)
C (1.386, 0.821, -3.282)
H (1.104, 0.712, -4.343)
C (-1.295, 0.928, -4.692)
H (-1.034, -0.078, -5.044)
H (-0.520, 1.628, -5.030)
H (-2.231, 1.216, -5.185)
C (-1.788, 2.396, -2.662)
H (-1.147, 3.162, -3.123)
C (0.816, -2.517, -2.159)
H (-1.706, 2.478, -1.569)
H (-2.830, 2.643, -2.926)
C (-1.489, -2.164, -3.163)
H (0.448, -2.560, -1.122)
H (0.797, -3.533, -2.582)
H (1.863, -2.193, -2.120)
C (-0.068, -1.602, -3.025)
H (-1.435, -3.259, -3.241)
H (-1.982, -1.785, -4.068)
H (-2.125, -1.928, -2.295)
C (2.667, 0.010, -3.067)
H (2.964, -0.032, -2.008)
H (3.482, 0.486, -3.635)
H (2.553, -1.009, -3.454)
C (1.596, 2.304, -2.974)
H (1.725, 2.505, -1.902)
H (0.771, 2.924, -3.333)
H (2.502, 2.651, -3.491)
H (-0.304, -4.838, -0.720)
H (-0.274, -4.485, -0.059)
C (-2.378, 0.027, 3.673)
N (-1.245, -0.122, 4.587)
C (-1.411, 0.424, 5.932)
C (-0.063, -0.532, 4.101)
S (-0.034, -1.455, 2.594)
N (1.107, -0.156, 4.688)
C (1.424, -0.408, 6.100)
C (2.286, 0.003, 3.832)
H (-3.192, 0.500, 4.225)
H (-2.711, -0.952, 3.305)
H (-2.115, 0.672, 2.822)
H (-1.449, -0.372, 6.689)
H (-0.637, 1.164, 6.169)
H (-2.379, 0.927, 5.958)
H (2.131, -1.246, 6.197)
H (1.913, 0.495, 6.492)
H (0.533, -0.630, 6.692)
H (2.592, -0.952, 3.379)
H (2.081, 0.729, 3.035)
H (3.106, 0.383, 4.446)

Force components x, y, z for each atom (eV/Å):
0.589 -0.686 -0.960
-5.765 -1.254 0.790
4.267 1.088 -0.317
-0.739 4.502 -0.977
0.834 -4.540 0.758
4.340 0.710 0.829
-4.012 -0.543 -0.483
-1.413 0.573 1.776
1.186 -0.072 -3.735
0.023 0.418 0.429
0.144 0.124 -0.186
1.142 0.587 1.302
-0.362 -0.184 0.505
0.779 -0.372 -0.600
-0.143 0.308 -0.090
-0.303 -0.098 0.119
-0.060 -0.041 0.328
-0.297 0.220 -0.273
-0.275 -0.322 0.242
0.320 0.026 -0.104
-0.028 0.026 -0.106
0.383 -0.025 0.110
-0.180 -0.061 -0.086
-0.131 -0.192 -0.159
0.001 0.289 0.305
-0.318 -0.179 -0.008
-0.343 -0.987 1.358
-0.050 0.327 -0.025
0.000 -0.150 0.316
0.136 -0.213 -0.256
0.076 -0.135 -0.214
0.033 -0.022 -0.371
-0.234 -0.139 0.236
0.285 0.334 0.102
0.039 0.334 -0.270
0.083 -0.055 -0.100
0.246 -0.095 0.079
-0.222 -0.067 0.198
-0.030 0.058 0.286
-0.041 -0.189 -0.177
-0.653 -0.737 0.053
0.892 -0.701 -0.925
-0.449 0.537 0.552
-0.137 2.563 1.443
0.114 0.525 -1.331
-0.473 -1.404 -0.923
0.337 0.292 1.060
0.200 -0.402 -0.122
0.094 -0.172 -0.244
-0.106 0.279 0.057
0.004 -0.040 0.184
0.122 0.180 -0.256
-0.066 -0.233 -0.089
0.230 -0.048 0.074
-0.247 0.165 -0.246
-0.191 -0.303 0.037
0.429 -0.013 -0.240
0.071 0.218 0.210
0.012 0.016 0.240
-0.144 -0.027 -0.110

Entry 3:
A molecular structure, C17H35O16V. Source: the OMol25 dataset; level of theory: ωB97M-V/def2-TZVPD.

Frontier orbital gap (alpha / beta): 5.779 / 5.794 eV
2S+1: 4
Total charge: +1
ΔE to the lowest compared entry with this formula, charge and spin: 143.1 kcal/mol

Atoms and positions in Å:
V (-6.833, -7.588, -23.845)
C (-7.145, -3.250, -24.673)
C (-6.248, -4.278, -24.003)
O (-6.627, -5.591, -24.277)
H (-7.158, -3.347, -25.761)
H (-6.899, -2.221, -24.418)
H (-8.200, -3.373, -24.408)
H (-6.172, -4.150, -22.919)
H (-5.254, -4.060, -24.419)
C (-3.739, -5.061, -26.600)
O (-4.050, -5.193, -27.966)
C (-3.378, -4.457, -28.880)
O (-3.678, -4.473, -30.031)
O (-2.402, -3.762, -28.305)
C (-1.591, -2.989, -29.190)
H (-2.792, -5.527, -26.305)
H (-4.442, -5.654, -26.015)
H (-3.673, -4.017, -26.301)
H (-0.756, -2.668, -28.564)
H (-2.074, -2.104, -29.592)
H (-1.123, -3.579, -29.975)
C (-1.054, 2.409, -24.398)
O (-2.083, 2.007, -23.508)
C (-3.089, 1.284, -23.968)
O (-3.426, 1.199, -25.129)
O (-3.693, 0.679, -22.952)
C (-4.871, -0.066, -23.211)
H (-0.485, 1.530, -24.710)
H (-0.367, 3.029, -23.829)
H (-1.427, 2.956, -25.261)
H (-5.391, 0.284, -24.102)
H (-5.577, 0.193, -22.418)
H (-4.659, -1.132, -23.198)
C (-5.981, -1.984, -28.500)
O (-6.989, -1.858, -29.477)
C (-8.208, -2.293, -29.247)
O (-8.629, -2.937, -28.318)
O (-8.947, -1.924, -30.290)
C (-10.334, -2.175, -30.188)
H (-6.263, -1.692, -27.489)
H (-5.150, -1.351, -28.795)
H (-5.627, -3.015, -28.406)
H (-10.702, -2.112, -29.167)
H (-10.573, -3.190, -30.523)
H (-10.894, -1.530, -30.857)
C (-8.684, -0.495, -26.086)
O (-7.786, 0.143, -26.985)
C (-8.236, 1.227, -27.646)
O (-9.126, 1.942, -27.282)
O (-7.520, 1.341, -28.746)
C (-7.776, 2.468, -29.572)
H (-8.757, -1.558, -26.320)
H (-9.709, -0.160, -26.257)
H (-8.341, -0.307, -25.072)
H (-8.800, 2.402, -29.945)
H (-7.113, 2.447, -30.430)
H (-7.671, 3.407, -29.031)
C (-9.811, -4.930, -26.076)
O (-10.365, -6.225, -26.274)
C (-11.683, -6.321, -26.430)
O (-12.470, -5.444, -26.235)
O (-11.947, -7.572, -26.792)
C (-13.245, -7.831, -27.327)
H (-9.820, -4.684, -25.012)
H (-10.329, -4.136, -26.606)
H (-8.779, -4.985, -26.409)
H (-13.268, -8.906, -27.488)
H (-13.381, -7.253, -28.238)
H (-14.054, -7.616, -26.627)

Force components x, y, z for each atom (eV/Å):
0.346 4.546 -1.020
-1.170 -0.248 -0.108
0.538 1.085 0.070
-0.603 -4.775 0.460
0.420 -0.025 0.008
0.382 -0.094 0.081
0.146 -0.057 0.325
-0.148 0.188 -0.012
0.112 -0.530 0.177
0.873 -0.369 0.865
-0.229 -0.190 -0.256
-0.292 -0.321 0.395
0.077 0.071 -0.299
0.047 0.148 -0.209
1.375 0.309 0.340
0.271 0.184 -0.580
-0.620 0.437 -0.293
-0.342 0.006 0.154
-0.195 0.148 0.042
-0.411 -0.193 -0.029
-0.528 -0.211 -0.149
0.481 -0.131 -0.326
0.000 -0.080 0.938
-0.327 0.043 -1.487
0.283 -0.092 0.486
0.233 0.082 0.554
-0.909 0.770 0.208
-0.177 0.027 -0.203
-0.248 0.107 0.106
-0.139 -0.088 0.023
0.474 -0.337 -0.392
0.284 -0.296 0.289
0.031 -0.029 -0.218
0.672 -0.689 0.983
0.266 0.374 -0.074
-0.413 -0.191 -0.448
0.467 0.018 0.551
-0.007 0.507 -0.150
-0.969 -1.050 -0.118
-0.507 0.286 -0.249
-0.095 0.054 -0.255
-0.118 -0.039 -0.379
0.125 0.327 0.032
0.288 -0.056 0.055
0.383 0.432 0.086
-0.750 0.044 -0.141
0.079 -0.416 -0.448
-0.169 -0.126 0.389
-0.178 0.101 -0.096
0.824 -0.154 -0.258
-0.896 0.397 -0.269
0.676 -0.018 0.030
0.153 0.509 0.355
-0.255 -0.054 0.109
0.024 0.101 0.053
0.270 -0.250 0.206
0.102 -0.078 0.110
0.133 0.388 0.540
0.582 -0.323 -0.219
-0.069 -0.123 0.233
-0.399 0.371 -0.191
0.179 -0.182 -0.008
-0.386 -0.199 0.305
-0.114 -0.061 -0.002
-0.113 -0.230 -0.202
-0.048 -0.007 -0.133
0.088 0.093 -0.360
-0.090 -0.163 -0.068
0.233 0.323 0.089

For reference, strongest force on any atom by record: 0.0677 0.1157 0.0940 Eh/bohr.